No. 1
H14O7 | ωB97M-V/def2-TZVPD

Atoms and positions in Å:
H  1.56997  0.90830  0.76657
O  -1.81346  -3.24601  -0.31770
H  0.53869  -2.31609  -0.65693
O  1.96767  0.85144  -0.11610
H  1.79050  1.63689  -0.71032
H  -1.67638  -2.36684  -0.47577
O  -4.95220  0.44088  -0.12103
H  4.64748  -1.23290  -0.18483
O  1.06656  -2.04221  0.08322
H  1.45009  4.29705  -0.20840
O  -0.90196  1.18744  1.15793
H  -5.67368  0.74919  0.35729
O  3.76137  -1.15698  0.08378
H  -1.40668  0.38091  1.08525
O  0.63755  3.82250  -0.59460
H  -4.38570  1.24042  -0.42940
H  1.94862  -2.30889  -0.04909
H  -0.19357  1.08636  0.58644
H  0.90722  3.10742  -1.17103
H  -1.30325  -3.54667  -1.09916
H  3.66240  -0.49154  0.78525

The relative energy (zero: lowest compared OMol25 entry of this formula, charge and spin) comes out at 315.1 kJ/mol. For the HOMO energy, the calculation gives -0.4022 Eh. The strongest force on any atom is 4.4 eV Å⁻¹. The orbital gap is 11.18 eV. As for the LUMO energy: 0.2 eV. Its total charge is 0.

=====

No. 2
H14O7 | ωB97M-V/def2-TZVPD

Atoms and positions in Å:
H  3.25837  -0.43118  0.53442
H  -1.44412  0.53278  1.49368
O  -0.01278  0.29233  0.31346
H  -0.41910  -0.59913  -0.12218
H  -2.74921  1.26348  1.11526
H  3.40720  1.29047  -2.23000
H  -0.26776  1.16783  -1.29271
H  0.42010  2.21726  -2.19925
O  -2.28751  0.85329  1.86948
H  -1.63552  -2.36160  0.11566
O  -1.12749  -1.98005  -0.66703
H  -1.38096  -2.06319  2.09809
H  1.96056  1.07508  -1.89032
H  2.74556  0.87797  0.36324
O  0.00940  1.37783  -2.21528
O  2.79922  1.28796  -1.48933
O  2.68657  0.09737  1.03111
H  -1.76503  -1.54582  -1.21593
H  -2.74596  -1.26153  1.93148
O  -2.32612  -2.10622  1.84528
H  0.87460  0.01506  0.61085

The relative energy (zero: lowest compared OMol25 entry of this formula, charge and spin) comes out at 111.0 kJ/mol. For the HOMO energy, the calculation gives -0.4143 Eh. The strongest force on any atom is 3.5 eV Å⁻¹. The orbital gap is 11.68 eV. As for the LUMO energy: 0.4 eV. Its total charge is 0.

=====

No. 3
H14O7 | ωB97M-V/def2-TZVPD

Atoms and positions in Å:
H  1.71459  -0.83998  2.08065
H  0.54164  -1.79169  -3.52710
H  -2.28884  -0.83551  0.60166
H  2.12913  0.61405  2.00419
O  -0.38676  -0.64140  -0.19018
H  0.37892  -0.52504  0.37234
O  -0.54470  0.53880  3.50423
H  -0.71700  1.47667  3.58764
H  2.58385  0.32113  -1.02930
H  -1.27031  2.23635  -1.20536
H  0.07819  0.47267  2.78045
H  3.44546  1.55863  -0.89465
H  -0.19488  -1.21917  -4.71943
O  -1.83165  1.78227  -0.57692
H  -0.21320  -1.45308  -0.66691
O  -3.18276  -1.17478  0.64686
O  0.58364  -1.72238  -4.48086
O  2.53406  1.27495  -0.96619
O  1.53631  -0.02579  1.60997
H  -3.47243  -0.97016  1.53594
H  -1.42326  0.92356  -0.46708

The relative energy (zero: lowest compared OMol25 entry of this formula, charge and spin) comes out at 173.0 kJ/mol. For the HOMO energy, the calculation gives -0.3921 Eh. The strongest force on any atom is 0.7 eV Å⁻¹. The orbital gap is 10.40 eV. As for the LUMO energy: -0.3 eV. Its total charge is 0.

=====

No. 4
H14O7 | ωB97M-V/def2-TZVPD

Atoms and positions in Å:
H  1.28568  -1.93395  -1.46693
O  0.87484  -1.24683  -0.91903
H  0.12024  1.04865  1.32590
H  -1.29689  -0.68729  1.66459
O  2.91920  0.09833  0.58835
O  -0.10244  1.12387  -1.81125
H  1.58724  -0.81576  -0.35727
H  -1.95836  0.53770  0.93222
H  2.32716  0.88371  0.52043
O  -2.66455  0.99811  -0.78428
H  -1.72810  1.09057  -1.16391
H  -0.23103  -1.99037  0.26144
O  -1.48595  0.29556  1.71503
H  3.62361  0.25450  -0.02973
H  -1.28587  -2.97823  0.90320
O  -0.64226  -2.23706  1.07535
H  -2.71841  0.06076  -1.00124
H  0.44639  1.35410  -1.02338
H  0.11140  2.30147  0.62406
O  0.66765  1.61971  0.81392
H  0.15047  0.22245  -1.86746

The relative energy (zero: lowest compared OMol25 entry of this formula, charge and spin) comes out at 89.5 kJ/mol. For the HOMO energy, the calculation gives -0.4029 Eh. The strongest force on any atom is 4.1 eV Å⁻¹. The orbital gap is 11.09 eV. As for the LUMO energy: 0.1 eV. Its total charge is 0.

=====

No. 5
H14O7 | ωB97M-V/def2-TZVPD

Atoms and positions in Å:
H  2.02000  -0.72315  0.02480
O  -0.45356  -0.52020  1.71301
H  0.36668  -1.00589  1.47725
O  -2.78730  -0.48404  0.12647
H  -2.18948  -0.68196  0.96622
H  -0.27187  1.80574  -0.16120
H  -1.05527  -1.78503  -0.82169
O  1.84726  -1.55128  0.50147
O  -0.03541  2.14831  0.74777
H  -0.18041  0.43779  1.64217
H  0.40131  -2.07961  -0.86455
O  -0.29955  -1.58228  -1.33654
O  -0.83278  0.89377  -1.60552
H  2.63503  -1.85564  1.02457
H  2.73028  0.85218  -1.16519
H  -3.55878  -0.13038  0.53191
H  -0.27041  0.08822  -1.49579
H  -0.43034  3.05115  0.88021
H  -1.63227  0.48852  -1.30917
O  1.94863  0.87197  -0.63443
H  2.04822  1.76183  -0.24178

The relative energy (zero: lowest compared OMol25 entry of this formula, charge and spin) comes out at 93.8 kJ/mol. For the HOMO energy, the calculation gives -0.3856 Eh. The strongest force on any atom is 3.3 eV Å⁻¹. The orbital gap is 10.75 eV. As for the LUMO energy: 0.3 eV. Its total charge is 0.

=====

No. 6
H14O7 | ωB97M-V/def2-TZVPD

Atoms and positions in Å:
H  -4.80609  -0.63872  -0.18560
H  0.06132  0.98434  0.37802
H  2.31847  -1.17842  0.84368
H  5.27759  -0.70970  -0.10076
H  -3.88128  -0.04418  0.86382
O  -0.69877  -1.80659  -0.65006
O  -0.14434  0.25132  -0.21305
H  2.07900  3.29805  0.53459
H  -2.06002  0.82517  0.08216
O  -4.74429  0.08043  0.45314
O  1.95820  4.10993  0.02937
H  -0.75262  -2.72272  -0.94468
H  -3.14247  0.97245  -0.97456
O  1.50730  -1.66786  1.02096
H  2.78042  4.59449  0.16406
O  -2.76100  0.33424  -0.36123
H  -1.28185  -1.77216  0.11664
H  3.83483  -1.13131  0.12448
H  -0.14671  0.65089  -1.09016
H  1.76206  -2.59110  0.91277
O  4.62759  -1.36861  -0.36969

The relative energy (zero: lowest compared OMol25 entry of this formula, charge and spin) comes out at 406.3 kJ/mol. For the HOMO energy, the calculation gives -0.3456 Eh. The strongest force on any atom is 3.3 eV Å⁻¹. The orbital gap is 9.41 eV. As for the LUMO energy: 0.0 eV. Its total charge is 0.

=====

orbital gap of number 2 (H14O7)?
11.68 eV